# 1
C5H7NO2 in the gas phase at a distorted geometry. Source: OMol25; level of theory: wB97M-V/def2-TZVPD.

- E: -10876.379 eV
- Energy above the lowest of the compared OMol25 structures with the same formula, charge and spin: 7.2385 eV
- Orbital gap: 11.051 eV
- Structure (SMILES): C#C[C@@H](OC)ON=C
- LUMO energy: 0.934 eV

Last column: Löwdin charge in e.
Geometry (Å):
C1 0.91101 1.26173 2.57862  0.08
C2 0.60594 0.78469 1.50987  -0.08
C3 0.46465 -0.02513 0.29766  -0.43
O1 -0.91887 -0.49459 0.06471  -0.18
C4 -1.47749 -1.49761 1.02822  -0.08
O2 0.62282 0.89918 -0.69402  -0.12
N1 0.88447 0.15457 -1.89456  0.02
C5 0.37451 0.74963 -2.98135  0.01
H1 1.65602 1.99233 3.34214  0.15
H2 1.26042 -0.80906 0.10526  0.17
H3 -1.72264 -1.12256 2.20926  0.14
H4 -2.47684 -1.61390 0.50023  0.09
H5 -0.82538 -2.40348 0.98262  0.08
H6 0.81977 0.31993 -3.87168  0.05
H7 -0.17839 1.80426 -3.17696  0.13



# 2
C20H22ClF3N2O in the gas phase at a distorted geometry. Source: OMol25; level of theory: wB97M-V/def2-TZVPD.

- E: -46799.503 eV
- Energy above the lowest of the compared OMol25 structures with the same formula, charge and spin: 0.0000 eV
- Orbital gap: 8.682 eV
- Structure (SMILES): CN1CCC(COCc2cc(Cl)cc(C(F)(F)F)n2)(c2ccccc2)CC1
- LUMO energy: 0.315 eV

Last column: Löwdin charge in e.
Geometry (Å):
C1 1.61468 -4.57190 -2.56029  -0.11
N1 1.69085 -3.39770 -1.70481  -0.22
C2 0.88129 -3.54392 -0.49108  -0.20
C3 1.31507 -2.52694 0.56113  -0.11
C4 1.20950 -1.03742 0.01422  -0.33
C5 2.10728 -0.16758 0.97475  -0.14
O1 2.23130 1.19947 0.55559  -0.14
C6 1.78369 2.20894 1.46824  -0.13
C7 0.42690 2.73214 1.03889  -0.23
C8 0.20092 2.85920 -0.34300  -0.03
C9 -1.01459 3.33729 -0.81140  -0.63
Cl1 -1.31518 3.57335 -2.51695  0.68
C10 -1.99067 3.68813 0.12624  -0.01
C11 -1.69006 3.54347 1.51669  -0.15
C12 -2.75298 3.93676 2.52455  -0.53
F1 -3.26777 5.17093 2.23075  0.12
F2 -3.80293 3.07986 2.45227  0.13
F3 -2.24106 3.94227 3.77711  0.14
N2 -0.50803 3.06248 1.92679  0.18
C13 -0.27300 -0.58161 0.10846  -0.14
C14 -0.87082 -0.39286 1.38116  -0.03
C15 -2.24557 -0.08332 1.56092  -0.07
C16 -3.03914 0.11290 0.43765  -0.10
C17 -2.44461 0.04577 -0.81805  -0.09
C18 -1.11015 -0.28933 -0.97079  -0.05
C19 1.81801 -0.96621 -1.39701  -0.12
C20 1.42018 -2.06762 -2.36117  -0.16
H1 2.22133 -4.40609 -3.45093  0.08
H2 0.58586 -4.84325 -2.84849  0.08
H3 1.91161 -5.46525 -2.03404  0.07
H4 -0.16537 -3.39724 -0.76002  0.12
H5 1.00977 -4.57310 -0.04211  0.14
H6 0.74096 -2.70210 1.47828  0.11
H7 2.36868 -2.74177 0.84108  0.13
H8 1.77204 -0.20811 1.99919  0.11
H9 3.09937 -0.61651 0.88341  0.13
H10 2.51212 3.03430 1.47371  0.13
H11 1.76338 1.83201 2.49607  0.13
H12 0.97922 2.61956 -1.09905  0.13
H13 -2.95257 4.08117 -0.17745  0.12
H14 -0.28409 -0.67433 2.24713  0.10
H15 -2.64139 0.02852 2.58602  0.11
H16 -4.10764 0.29036 0.46932  0.10
H17 -3.02036 0.20656 -1.73701  0.11
H18 -0.71111 -0.29978 -1.96578  0.10
H19 1.55530 -0.03122 -1.83147  0.10
H20 2.91462 -0.98904 -1.33647  0.13
H21 0.35134 -2.04765 -2.56072  0.10
H22 1.96382 -1.96360 -3.31155  0.13